Entry from the OMol25 dataset: a 3-piece molecular cluster, C30H66ClF9N9O4P2S overall (ωB97M-V with the def2-TZVPD basis set).

Structure (XYZ):
```
122
C30H66ClF9N9O4P2S (ωB97M-V with the def2-TZVPD basis set)
C 3.7187 1.2933 2.6006
C 3.9577 2.5923 3.3495
Cl 5.1730 2.2018 4.6321
C 4.5741 3.7288 2.5343
C 3.6412 4.5420 1.6031
C 2.1385 4.3422 1.7464
N 1.6050 3.3074 0.8188
C 1.7686 3.7028 -0.4690
N 1.0242 3.2053 -1.4391
C -0.0747 2.2541 -1.2885
C 0.2521 0.8501 -1.7684
C 1.4232 0.1779 -1.0311
C 1.9049 -0.9988 -1.8699
O 2.8456 -0.4752 -2.8382
C 4.0348 -1.1566 -2.8169
O 4.2213 -2.1317 -3.4745
N 2.7314 4.6206 -0.7329
C 3.9698 4.3982 0.0980
C 4.6019 3.0610 -0.3378
C 6.1303 3.1898 -0.4565
C 6.8830 1.8889 -0.1048
C 8.2865 1.9060 -0.7275
C 8.4451 1.0748 -1.9977
F 9.7712 0.7547 -2.0572
F 7.7913 -0.1010 -1.9025
C 8.1772 1.8422 -3.3473
F 9.0808 1.4381 -4.2481
F 8.3871 3.1566 -3.1924
S 6.4782 1.5791 -4.1706
F 5.7922 1.3673 -2.7432
F 6.1263 3.1382 -4.0609
F 7.0832 1.8715 -5.5955
F 6.7766 0.0506 -4.3402
F 5.0593 1.3580 -4.8223
H 2.9508 1.3752 1.8324
H 4.6464 0.9980 2.1112
H 3.4418 0.5108 3.2998
H 3.0670 2.8764 3.9007
H 5.4397 3.3147 2.0253
H 4.9848 4.4234 3.2628
H 3.7802 5.5886 1.8638
H 1.7919 4.2081 2.7639
H 1.6876 5.2748 1.4019
H 0.6233 3.2106 1.0513
H 1.1996 3.5260 -2.3781
H -0.8928 2.6330 -1.8994
H -0.4630 2.2001 -0.2759
H -0.6295 0.2488 -1.5428
H 0.3822 0.7985 -2.8485
H 2.2330 0.8829 -0.8551
H 1.0268 -0.2398 -0.1054
H 2.3128 -1.7968 -1.2533
H 1.0716 -1.4240 -2.4250
H 4.8060 -0.7213 -2.1715
H 3.0155 4.5669 -1.7044
H 4.6724 5.1817 -0.1684
H 4.3141 2.2144 0.2778
H 4.2462 2.8469 -1.3477
H 6.4857 3.9632 0.2271
H 6.3998 3.5381 -1.4514
H 6.9991 1.8929 0.9765
H 6.2873 1.0423 -0.4272
H 8.9562 1.4120 -0.0260
H 8.6765 2.9099 -0.8570
O 0.1633 -3.5791 -0.3066
P -1.3248 -3.8897 -0.4445
N -1.6259 -4.6670 1.0600
C -1.1130 -5.9849 1.3878
C -1.6083 -3.7560 2.1948
N -1.1492 -4.9223 -1.8065
C -1.6030 -6.2939 -1.8955
C 0.0644 -4.7569 -2.6023
N -3.0615 -3.7673 -0.8428
C -3.5020 -2.3842 -1.0987
C -4.0959 -4.4636 -0.0976
H -1.7016 -6.3998 2.2097
H -0.0548 -5.9764 1.6785
H -1.2301 -6.6778 0.5594
H -2.4684 -3.0739 2.1523
H -0.6954 -3.1478 2.2261
H -1.6814 -4.3046 3.1323
H -0.9053 -6.9866 -1.4100
H -1.6859 -6.5937 -2.9429
H -2.5965 -6.4329 -1.4706
H 0.9291 -5.2641 -2.1562
H 0.3138 -3.7074 -2.7232
H -0.0983 -5.1647 -3.6018
H -3.5631 -1.7896 -0.1812
H -4.4825 -2.3749 -1.5787
H -2.7982 -1.8927 -1.7816
H -4.2930 -4.0081 0.8783
H -3.8671 -5.5144 0.0524
H -5.0233 -4.4301 -0.6778
O -5.2621 -0.8168 1.4861
P -6.6606 -0.2675 1.3778
N -6.6510 1.0164 2.5228
C -6.7312 0.7979 3.9559
C -5.7526 2.1004 2.1660
N -7.5618 -1.6471 1.8162
C -8.6100 -1.6921 2.8141
C -6.8502 -2.9208 1.7783
N -8.0328 0.3891 0.4691
C -7.7412 0.5716 -0.9623
C -8.8432 1.4971 0.9466
H -7.0544 1.7226 4.4403
H -5.7776 0.4805 4.3983
H -7.4830 0.0543 4.2055
H -6.1256 2.6329 1.2813
H -4.7384 1.7445 1.9420
H -5.6864 2.8286 2.9730
H -8.2050 -1.7605 3.8306
H -9.2409 -2.5689 2.6533
H -9.2785 -0.8329 2.7538
H -6.2377 -3.0765 2.6764
H -6.2025 -2.9731 0.9119
H -7.5600 -3.7465 1.6989
H -7.0747 1.4236 -1.1438
H -8.6605 0.7265 -1.5277
H -7.2594 -0.3257 -1.3629
H -8.3497 2.4733 0.8633
H -9.1533 1.3614 1.9780
H -9.7504 1.5249 0.3373
```

Computed properties:
Total charge: +1
HOMO energy, eV: -9.671
Molecular weight, g mol⁻¹: 917.37
Total energy, Eh: -4415.968650
Spin multiplicity: 1
Max |F|, eV Å⁻¹: 6.24